The following is a quantum chemistry calculation of one molecule with the formula C15H23N3O4, from OMol25.

Last column: Mulliken charge in e.
Cartesian coordinates (Å):
C  -1.9205  2.1974  -0.1120  0.22
C  -0.7791  1.3122  0.3182  -0.04
C  -3.0628  2.0285  0.8135  -1.54
C  -3.6668  0.6327  0.5028  0.56
C  -4.6662  0.4888  -0.5103  -0.39
C  -3.4408  -0.5519  1.2025  -0.05
C  -5.2410  -0.7614  -0.8534  -0.16
C  -3.9738  -1.7601  0.6465  -0.40
C  -4.8493  -1.8719  -0.3341  0.49
C  1.3390  -0.0900  0.0211  0.13
C  0.7711  -1.1429  1.0953  0.62
C  2.4293  0.9209  0.4537  -1.02
C  3.8675  0.3628  0.6374  -0.83
C  4.4364  -0.2661  -0.7328  -0.29
C  5.8636  -0.8769  -0.3060  -0.69
H  -2.4280  1.0130  -1.6778  0.34
H  -3.2046  2.7485  -1.7305  0.34
H  -1.3857  3.2188  -0.0264  0.31
H  -2.9918  1.9717  1.8313  0.71
H  -3.8546  2.7145  0.6208  0.41
H  -4.8023  1.2943  -1.3420  0.03
H  -2.8754  -0.4982  2.1967  0.27
H  -5.9086  -0.5424  -1.7801  0.15
H  -3.8290  -2.7645  1.3964  0.13
H  -6.2616  -2.9309  -1.2082  0.34
H  -0.4605  0.2588  -1.5050  0.32
H  1.7905  -0.7367  -0.7752  0.19
H  2.0183  1.5833  1.3727  0.23
H  2.5297  1.7088  -0.2516  0.59
H  3.9662  -0.4161  1.3489  0.45
H  4.5705  1.3542  0.6389  0.34
H  3.7112  -0.9723  -1.3121  0.23
H  4.2889  0.7893  -1.2660  0.23
H  5.5591  -1.9289  -0.0186  0.24
H  6.2134  -0.2256  0.4630  0.46
H  7.8529  -1.0769  -0.9250  0.28
H  6.7707  -2.0862  -1.8514  0.30
H  1.4786  -2.1374  2.9516  0.43
N  -2.2688  2.1545  -1.5150  -0.73
N  -0.0123  0.5185  -0.5161  -0.11
N  6.8752  -0.9716  -1.5538  -0.66
O  -0.4996  1.5512  1.5683  -0.68
O  -5.2745  -3.0290  -1.0029  -0.57
O  -0.2790  -1.7977  0.9099  -0.60
O  1.6046  -1.3871  2.1170  -0.56

* SMILES: NCCCC[C@H](NC(=O)[C@@H](N)Cc1ccc(O)cc1)C(=O)O
* E_LUMO: 0.37 eV
* highest occupied orbital energy: -8.89 eV
* energy relative to the best compared isomer or geometry (same formula, charge and spin): 208.1 kcal per mole
* strongest force on any atom: 0.1874 Eh/bohr
* spin multiplicity: 1


The following is a quantum chemistry calculation of a 3-piece molecular cluster, C2H2Cl2FNO overall, from OMol25.

Last column: Mulliken charge in e.
Cartesian coordinates (Å):
C  0.6340  1.1850  -0.7264  0.51
C  -1.5806  -0.9276  -0.2109  0.15
N  1.6002  1.5446  -0.1877  -0.36
O  -0.1965  0.6097  -1.2860  -0.38
F  -1.7908  -0.5185  1.0825  -0.14
Cl  -2.8759  -0.5129  -1.1205  -0.03
Cl  1.3727  -2.3150  0.6019  -0.27
H  1.0532  -1.4988  1.6708  0.25
H  1.7837  2.4335  0.1763  0.28

* E_LUMO: 0.05 eV
* highest occupied orbital energy: -9.42 eV
* energy relative to the best compared isomer or geometry (same formula, charge and spin): 75.6 kcal per mole
* strongest force on any atom: 0.0741 Eh/bohr
* spin multiplicity: 1


The following is a quantum chemistry calculation of one molecule with the formula C3H7Cl2NS, from OMol25.

Last column: Mulliken charge in e.
Cartesian coordinates (Å):
C  -0.0123  0.2046  0.6546  0.19
C  -0.9031  -0.9680  0.2292  -0.99
C  1.3445  0.2008  -0.0792  -0.26
H  -0.2592  2.2163  0.9251  0.28
H  -1.1911  1.5598  -0.2890  0.28
H  0.3116  -0.1115  1.6665  0.30
H  -1.8203  -0.9919  0.8871  0.33
H  -0.3146  -1.9075  0.3026  0.42
H  -0.3222  -1.2387  -2.0157  0.13
H  2.1316  0.7300  0.4972  0.38
N  -0.7936  1.3967  0.6567  -0.62
S  -1.5371  -0.8461  -1.4807  -0.17
Cl  1.2574  1.1624  -1.5861  -0.13
Cl  2.1085  -1.4070  -0.3683  -0.14

* SMILES: N[C@@H](CS)C(Cl)Cl
* E_LUMO: 0.67 eV
* highest occupied orbital energy: -9.06 eV
* energy relative to the best compared isomer or geometry (same formula, charge and spin): 0.4 kcal per mole
* strongest force on any atom: 0.0403 Eh/bohr
* spin multiplicity: 1


The following is a quantum chemistry calculation of C7H16Ag2F6N7O14S2 as an isolated structure, from OMol25.

Last column: Mulliken charge in e.
Cartesian coordinates (Å):
Ag  -0.9731  1.9309  3.0926  0.68
Ag  -4.6621  0.0161  0.4291  0.01
C  2.6978  3.8546  1.2157  0.61
F  3.6970  3.8509  2.0001  -0.16
F  1.8018  4.7545  1.6182  -0.23
F  3.0933  4.1432  0.0163  -0.18
S  1.7742  2.1303  1.1296  0.66
O  0.5332  2.2934  0.3497  -0.58
O  2.7590  1.1567  0.6489  -0.45
N  1.1856  1.8858  2.7482  -0.02
S  2.3474  1.0553  3.3511  1.06
O  1.9440  -0.3477  3.3809  -0.66
O  3.7434  1.3830  3.0283  -0.57
C  2.3479  1.5860  5.2224  0.50
F  2.5542  2.8948  5.3232  -0.22
F  1.1147  1.3956  5.6594  -0.23
F  3.2965  0.9102  5.9261  -0.20
O  -5.4424  1.4809  4.2737  -0.37
C  -4.3357  1.5451  3.4829  0.69
O  -3.2052  1.9850  3.7720  -0.48
O  -4.4661  1.1403  2.3065  -0.18
H  -6.0398  1.1135  3.6182  0.31
O  -0.3705  -0.3148  -0.0644  0.11
C  -1.6283  0.0033  0.4023  0.48
O  -1.7855  0.9706  1.1762  -0.50
O  -2.5503  -0.6910  0.1281  -0.16
H  0.3971  0.0714  0.3635  0.02
O  -1.8986  -3.5669  0.3269  -0.66
H  -2.2618  -2.9371  -0.2957  0.19
H  -0.9725  -3.3338  0.3914  0.50
C  1.4492  0.4960  -3.7434  0.61
O  2.5869  0.8320  -3.3208  -0.72
N  1.2592  0.6064  -5.0692  -0.38
N  0.4161  0.0830  -3.0404  0.07
H  2.0706  0.9016  -5.5932  0.23
H  0.3604  0.5542  -5.5269  0.17
H  -0.4555  -0.1192  -3.5088  0.11
H  0.5405  -0.0183  -2.0432  -0.03
C  -2.5417  -1.4594  -4.0751  0.67
O  -2.4446  -0.2392  -4.1960  -0.72
N  -2.0624  -2.1726  -3.0542  -0.39
N  -3.0004  -2.2499  -5.0008  -0.41
H  -2.4601  -3.0963  -3.1481  0.23
H  -1.7592  -1.7463  -2.1903  0.17
H  -2.6838  -3.2060  -4.9248  0.17
H  -3.4230  -1.9102  -5.8529  0.24
C  1.7522  -2.5821  0.1300  0.72
O  0.8823  -3.2019  0.6946  -0.84
N  1.9505  -2.5887  -1.1362  -0.41
N  2.7342  -2.1128  0.7438  -0.29
H  1.0973  -2.9115  -1.5697  0.23
H  2.6796  -2.0581  -1.5911  0.21
H  2.7593  -2.2163  1.7482  0.22
H  3.5971  -1.9443  0.2468  0.15

* E_LUMO (alpha / beta): -0.69 / -5.44 eV
* highest occupied orbital energy (alpha / beta): -7.06 / -9.34 eV
* strongest force on any atom: 0.1541 Eh/bohr
* spin multiplicity: 4